Here is a single C3H7N5 molecule from OMol25. Energies are from ωB97M-V/def2-TZVPD.

XYZ file:
```
15
Properties=species:S:1:pos:R:3:mulliken_charge:R:1
C 1.991 0.119 0.419 -0.6617
C -0.630 -1.866 -0.282 -0.2454
C -1.236 -0.583 0.199 0.2750
H 2.037 1.173 0.067 0.2312
H 2.981 -0.315 -0.023 0.2804
H 2.058 0.221 1.555 0.2839
H -1.132 -2.797 -0.177 0.4484
H -2.325 0.744 0.959 0.3113
H -0.035 2.406 -0.195 0.2739
H -1.807 1.320 -1.021 0.3829
N 0.931 -0.379 -0.263 0.5962
N 0.592 -1.629 -0.678 -0.8041
N -2.570 -0.283 0.301 -0.7289
N -0.248 0.383 -0.035 0.1440
N -0.608 1.486 -0.826 -0.7870
```

Its total energy is -392.02891 hartree. Its energy above the lowest of the compared OMol25 structures with the same formula, charge and spin is 7.351 eV. The total charge is 0. For the molar mass, the calculation gives 113.12 g mol⁻¹.